(1)
H24O12 | ωB97M-V with the def2-TZVPD basis set

XYZ file:
```
36
Properties=species:S:1:pos:R:3:forces:R:3
H 0.79081 0.37714 -0.06469 -0.064 -0.268 -0.286
H -0.36635 -0.55590 -0.38161 0.141 -1.075 -0.358
H -2.85223 3.39619 1.77377 -0.092 0.009 -0.043
H -2.23065 2.78991 0.52633 -0.216 0.276 -0.113
H 2.71782 -0.68456 -2.50615 -0.208 0.076 0.133
H 2.52092 -2.18349 -2.66269 0.108 0.094 0.069
H 1.05540 3.25250 -1.58089 -0.159 -0.074 -0.146
H 0.52615 2.54100 -2.81528 -0.065 0.048 0.176
H -2.39067 -0.66345 1.75218 -0.096 0.019 0.076
H -2.47018 -2.07007 1.18197 -0.219 0.068 -0.411
H 3.56216 2.40846 0.58905 -0.067 0.041 -0.025
H 3.01225 2.71382 -0.79456 0.030 0.006 -0.031
H -4.99719 -0.90201 -2.00096 0.021 0.001 0.051
H -4.38806 0.12468 -1.06026 -0.006 -0.066 0.149
H -0.94804 1.62569 0.25905 0.434 0.066 -0.250
H -0.16931 2.89842 -0.03042 -0.057 1.403 0.478
H -0.20445 -3.69628 3.33948 0.043 -0.004 -0.068
H -0.94289 -2.99894 2.20879 0.153 -0.089 0.064
H 3.87986 -3.67670 -1.26226 0.221 -0.042 0.241
H 3.21688 -2.41922 -0.72445 0.482 -0.034 0.106
H 2.56083 0.41048 4.42344 -0.089 0.021 0.043
H 2.28121 1.76738 3.79840 -0.093 -0.010 0.060
H -1.75925 -1.67868 -2.17259 -0.136 0.081 0.088
H -1.88042 -3.16181 -1.86322 0.033 0.031 0.031
O -0.00523 0.30964 -0.60391 0.991 -10.397 -1.885
O -3.07276 3.08943 0.88706 0.134 -0.096 0.131
O 2.65116 -1.49965 -1.99607 -1.706 1.611 -1.675
O 0.89620 3.38151 -2.52270 0.301 0.021 -0.076
O -2.93312 -1.22469 1.18673 0.322 0.111 0.434
O 2.74254 2.61390 0.12536 0.139 -0.060 -0.034
O -4.42649 -0.82364 -1.22820 -0.319 0.251 -0.299
O -0.17201 1.95157 -0.21061 -1.526 10.016 2.401
O -0.12065 -3.46038 2.40871 -0.135 0.069 0.057
O 4.08150 -2.80197 -0.91129 1.111 -1.714 1.150
O 1.93284 1.14138 4.44320 0.155 -0.016 -0.125
O -2.09859 -2.29167 -1.51072 0.435 -0.374 -0.114
```
Forces are in eV/Å.

highest occupied orbital energy	-9.5597	eV
energy above the lowest of the compared OMol25 structures with the same formula, charge and spin	7.198	eV
2S+1	1
gap between HOMO and LUMO	9.51	eV
LUMO energy	-0.048	eV
calculated total energy	-24954.4967	eV

These are the Mulliken partial charges, in e, on atoms 1 to 4: H 0.339; H 0.261; H 0.334; H 0.224

(2)
ClH8N3Si2 | ωB97M-V with the def2-TZVPD basis set

XYZ file:
```
14
Properties=species:S:1:pos:R:3:forces:R:3
N 1.05301 1.48506 1.55646 -2.560 -0.272 -0.595
N 1.37321 0.46329 -1.23366 -0.770 -0.820 -0.983
N -0.85843 -0.42960 0.54232 1.648 0.852 1.956
Si -1.98038 -1.10401 -0.62855 -0.322 0.822 0.631
Si 0.96577 0.18095 0.37445 -3.379 -0.194 1.440
Cl 2.20596 -1.31963 0.95869 0.331 -0.544 0.490
H 1.73301 2.21525 1.50432 0.449 0.199 -0.031
H 0.09561 1.92096 1.77479 2.068 -0.933 -0.587
H 1.49351 -0.31467 -1.87778 -0.536 -0.235 0.474
H 2.09144 1.05619 -1.52766 1.029 1.611 0.060
H -1.15749 -0.35668 1.58558 0.707 -0.350 -2.530
H -3.39740 -0.50024 -0.54042 1.000 -0.047 -0.024
H -2.35094 -2.54660 -0.63670 0.484 0.003 0.220
H -1.26688 -0.75026 -1.85185 -0.150 -0.091 -0.522
```
Forces are in eV/Å.

highest occupied orbital energy	-9.4251	eV
SMILES	N[Si](N)(Cl)N[SiH3]
energy above the lowest of the compared OMol25 structures with the same formula, charge and spin	0.000	eV
2S+1	1
gap between HOMO and LUMO	9.95	eV
LUMO energy	0.520	eV
calculated total energy	-32881.5872	eV

These are the Mulliken partial charges, in e, on atoms 1 to 4: N -0.520; N -0.515; N -0.281; Si 0.244

(3)
H14NO10 | ωB97M-V with the def2-TZVPD basis set

XYZ file:
```
25
Properties=species:S:1:pos:R:3:forces:R:3
N -1.19200 25.66500 -2.68800 -0.741 -6.887 2.509
O 0.04300 25.54000 -2.70700 1.641 2.954 -0.625
O -1.79100 25.04500 -3.60400 -0.611 2.216 -0.247
O -1.73000 25.67600 -1.53500 -0.452 2.982 -2.182
O -3.11200 24.22300 -5.80300 0.497 -0.132 0.975
H -2.48100 24.21100 -6.52800 0.179 0.087 0.179
H -2.58700 24.44400 -4.97900 -0.841 0.007 -1.487
O -4.40600 25.41800 -2.26800 -1.645 -0.679 -0.526
H -3.47100 25.35100 -2.13600 0.988 0.238 0.330
H -4.70400 26.26100 -1.94800 0.171 0.441 0.265
O -1.19200 24.45300 0.59400 -0.086 0.294 0.444
H -0.30300 24.84400 0.45300 -0.218 -0.617 0.312
H -1.65600 24.92900 -0.11100 -0.066 -0.599 0.627
O 0.64100 24.49800 -5.11900 -0.290 -1.749 -0.646
H 0.20900 23.61700 -4.95400 0.820 1.187 -0.569
H 0.25600 25.01400 -4.41600 0.020 0.567 0.370
O 1.16400 25.22100 -0.29000 0.253 0.831 -0.852
H 0.76600 25.42800 -1.18200 0.309 0.049 0.982
H 1.72900 24.47600 -0.48200 0.168 -0.496 0.070
O -0.64200 22.01800 -4.58700 -1.066 0.879 0.098
H -0.62100 21.08000 -4.63800 0.248 -1.298 -0.120
H -1.58300 22.21900 -4.42200 0.398 0.178 -0.176
O 0.56700 22.92900 -2.23700 0.056 -1.931 0.289
H 0.12100 22.56500 -3.01300 0.148 -0.400 0.154
H 0.54100 23.83400 -2.45600 0.119 1.878 -0.173
```
Forces are in eV/Å.

highest occupied orbital energy	-6.5096	eV
energy above the lowest of the compared OMol25 structures with the same formula, charge and spin	1.752	eV
net charge	-1
2S+1	1
gap between HOMO and LUMO	9.14	eV
LUMO energy	2.629	eV
calculated total energy	-22190.6953	eV

These are the Mulliken partial charges, in e, on atoms 1 to 4: N 1.342; O -0.944; O -0.772; O -0.851

(4)
C19H16GaN3O | ωB97M-V with the def2-TZVPD basis set

XYZ file:
```
40
Properties=species:S:1:pos:R:3:forces:R:3
Ga -0.29025 0.02288 -0.12780 0.066 -0.272 -0.286
C -1.92234 -3.70951 -1.37953 -0.010 0.018 0.017
C -1.85225 -2.46576 -0.76423 0.050 -0.019 0.023
N -0.76994 -1.69571 -0.85908 -0.004 -0.106 -0.015
C 0.32667 -2.10751 -1.59551 -0.087 0.019 0.063
C 0.31957 -3.36485 -2.22690 0.004 -0.037 -0.036
C -0.83854 -4.15564 -2.09894 0.003 -0.043 -0.018
C 1.45568 -3.76359 -2.97099 -0.012 -0.006 0.005
C 2.52786 -2.92614 -3.05464 0.008 0.041 0.027
C 2.52818 -1.66539 -2.41321 0.039 -0.025 -0.038
C 1.44382 -1.22677 -1.70085 0.034 0.038 0.021
N 1.32316 0.01948 -1.03519 0.032 -0.005 -0.165
C 1.42494 1.24836 -1.73506 -0.010 -0.026 0.061
C 2.48471 1.67142 -2.49213 0.034 0.033 -0.058
C 2.46520 2.92211 -3.15268 -0.005 -0.039 0.035
C 1.40107 3.76706 -3.04016 -0.004 0.001 0.003
C 0.29146 3.38480 -2.24901 0.005 0.047 -0.050
C -0.85347 4.18751 -2.08155 -0.001 0.031 -0.007
C -1.90942 3.76134 -1.30951 -0.001 -0.014 0.016
C -1.82703 2.52412 -0.68466 0.059 0.036 0.002
N -0.75933 1.73871 -0.82662 -0.020 0.203 0.108
C 0.31454 2.13441 -1.60644 -0.060 -0.029 0.080
H -2.82033 -4.30167 -1.28198 0.004 0.004 0.002
H -2.68062 -2.08469 -0.18023 -0.008 0.013 -0.014
H -0.86857 -5.12516 -2.58161 0.003 0.005 -0.001
H 1.45806 -4.72881 -3.45932 -0.003 0.004 0.004
H 3.40513 -3.22622 -3.61104 -0.001 0.011 0.000
H 3.41183 -1.04809 -2.48072 0.000 -0.019 -0.003
H 3.36329 1.04999 -2.58221 -0.001 0.021 -0.007
H 3.32273 3.21001 -3.74497 -0.001 -0.011 -0.001
H 1.39050 4.72627 -3.53996 0.000 -0.004 0.004
H -0.89381 5.15302 -2.57139 0.001 -0.006 -0.003
H -2.79420 4.36599 -1.17551 0.007 0.000 0.002
H -2.62829 2.16174 -0.05407 -0.013 -0.019 -0.017
C -0.12744 -1.47370 2.49323 0.047 0.019 -0.004
O -0.31304 -0.18752 1.78010 -0.160 0.169 0.187
H -0.26215 -1.27701 3.55128 -0.006 -0.009 0.010
H 0.86798 -1.85161 2.28015 0.007 -0.004 0.009
H -0.89973 -2.14362 2.13359 -0.001 -0.002 -0.018
H 0.02646 0.54792 2.30975 0.004 -0.015 0.061
```
Forces are in eV/Å.

highest occupied orbital energy	-14.2382	eV
net charge	+2
2S+1	1
gap between HOMO and LUMO	7.38	eV
LUMO energy	-6.862	eV
calculated total energy	-78843.5977	eV

These are the Mulliken partial charges, in e, on atoms 1 to 4: Ga -0.064; C -0.885; C -0.001; N 0.181

(5)
C10H10BrO6PdS | ωB97M-V with the def2-TZVPD basis set

XYZ file:
```
29
Properties=species:S:1:pos:R:3:forces:R:3
Pd -0.24507 2.91839 -0.08290 -0.749 -1.590 -0.310
Br -0.76425 0.40082 -1.19578 0.231 1.591 0.665
C -3.70527 1.97347 0.53149 -3.703 -2.966 -3.414
C -3.24612 2.44745 1.68825 4.592 3.481 1.371
C -3.94641 2.47469 2.99713 -1.170 -1.556 0.354
O -3.35164 2.83010 4.11333 0.225 0.362 -0.877
C -5.16858 1.86073 3.07720 1.370 -0.059 -0.532
C -5.76824 1.25442 1.86103 -1.934 -1.055 1.107
C -4.99697 1.32884 0.51123 -2.697 -1.642 -0.841
O -5.57029 0.75735 -0.43848 1.958 1.569 1.430
O -6.82089 0.61439 1.95477 2.207 1.360 -0.457
O -2.10602 2.99544 1.53358 -0.198 -0.061 1.415
H -3.17798 1.91887 -0.40947 0.624 0.357 0.190
H -5.47890 1.58038 4.07294 -0.742 0.180 -0.124
C 4.02904 -2.51603 -2.17932 -0.078 -0.657 -3.598
C 3.15556 -1.26933 -2.55249 0.549 0.799 1.004
C 2.94391 -0.50993 -1.25800 -0.072 -0.258 1.634
S 4.03349 -1.29758 0.00968 -0.549 0.726 1.477
O 3.46355 -1.45163 1.37312 0.883 0.855 -2.208
O 5.35084 -0.68107 -0.18593 -1.087 -0.885 0.411
C 3.97948 -2.91018 -0.73240 -0.143 0.625 -0.244
H 4.99695 -2.42498 -2.67222 0.454 0.461 0.925
H 3.59959 -3.18006 -2.92949 -0.114 -1.258 0.788
H 2.17018 -1.48073 -2.96775 0.110 -0.509 0.107
H 3.64338 -0.64261 -3.29904 0.255 -0.139 0.119
H 1.96000 -0.74074 -0.84966 -0.175 0.600 -0.076
H 3.19699 0.55008 -1.23710 -0.261 -0.104 -0.052
H 3.02791 -3.40390 -0.53530 0.064 0.197 0.481
H 4.79576 -3.39666 -0.19843 0.150 -0.424 -0.744
```
Forces are in eV/Å.

highest occupied orbital energy (spin up / spin down)	-9.4266 / -9.3529	eV
2S+1	4
gap between HOMO and LUMO (spin up / spin down)	7.06 / 5.21	eV
LUMO energy (spin up / spin down)	-2.363 / -4.146	eV
calculated total energy	-107166.8773	eV

These are the Mulliken partial charges, in e, on atoms 1 to 4: Pd 0.498; Br -0.502; C -0.250; C 0.670